# 1
An isolated molecule of C5H10O, computed with ωB97M-V/def2-TZVPD.

Structure (ORCA input):
```
! wB97M-V def2-TZVPD RIJCOSX def2/J DEFGRID3
* xyz 0 1
C 0.70 -0.38 1.94
C 0.57 -0.54 0.43
O 0.28 -1.91 0.22
C -0.50 0.39 -0.12
C -0.17 1.39 -1.19
C -1.02 0.20 -1.52
H -0.25 -0.66 2.41
H 0.95 0.65 2.22
H 1.48 -1.05 2.32
H 1.53 -0.29 -0.05
H 0.10 -2.03 -0.72
H -1.24 0.70 0.61
H -0.63 2.37 -1.16
H 0.85 1.40 -1.57
H -0.58 -0.58 -2.14
H -2.08 0.35 -1.69
*
```

Calculated values
LUMO = 1.05 eV
SMILES string = C[C@@H](O)C1CC1
Energy relative to the best compared isomer or geometry (same formula, charge and spin) = 24.3 kcal per mole
Orbital gap = 0.415 Ha


# 2
C6H10FN2 as an isolated structure in a non-equilibrium geometry, computed with ωB97M-V/def2-TZVPD.

Structure (ORCA input):
```
! wB97M-V def2-TZVPD RIJCOSX def2/J DEFGRID3
* xyz 1 1
C 1.12 -1.59 -0.03
C -1.55 0.69 0.82
C -1.35 -0.68 -1.36
C 1.76 -0.27 0.49
C -0.28 1.51 0.51
C -0.05 -0.74 -0.32
N -1.45 -0.61 0.06
N 0.65 0.48 -0.07
F 1.18 1.05 -1.23
H 1.70 -2.06 -0.88
H 1.01 -2.45 0.63
H -1.55 0.38 1.82
H -2.48 1.22 0.56
H -1.38 0.40 -1.80
H -1.68 -1.44 -1.90
H 1.94 -0.29 1.56
H 2.81 0.05 0.04
H -0.59 2.35 -0.21
H 0.20 2.00 1.30
*
```

Calculated values
LUMO = -3.65 eV
Energy relative to the best compared isomer or geometry (same formula, charge and spin) = 141.5 kcal per mole
Orbital gap = 0.378 Ha


# 3
An isolated molecule of C20H17Cl2FO3 in a non-equilibrium geometry, computed with ωB97M-V/def2-TZVPD.

Structure (ORCA input):
```
! wB97M-V def2-TZVPD RIJCOSX def2/J DEFGRID3
* xyz 0 1
C 0.93 -5.61 0.06
C 0.25 -4.33 -0.32
C -0.39 -3.56 0.65
C -0.97 -2.31 0.33
C -1.61 -1.46 1.38
C -2.59 -2.04 2.15
C -3.33 -1.33 3.09
Cl -4.54 -2.03 4.11
C -3.07 0.05 3.18
C -2.06 0.66 2.48
Cl -1.75 2.37 2.78
C -1.28 -0.08 1.58
C -0.21 0.54 0.79
C -0.35 1.76 0.14
C 0.71 2.39 -0.70
C 1.17 3.68 -0.03
C 2.35 4.25 -0.78
O 3.45 3.32 -0.70
C 1.95 4.42 -2.27
C 1.05 3.35 -2.87
O 1.10 3.29 -4.07
O 0.30 2.55 -2.06
C -0.89 -1.89 -1.01
C -0.31 -2.68 -1.99
C 0.27 -3.94 -1.66
F 0.89 -4.72 -2.58
H 1.25 -5.55 1.12
H 1.84 -5.73 -0.56
H 0.30 -6.44 -0.15
H -0.36 -3.88 1.69
H -2.85 -3.08 2.09
H -3.65 0.59 3.98
H 0.76 0.05 0.68
H -1.31 2.27 0.23
H 1.56 1.72 -0.69
H 0.37 4.41 0.03
H 1.43 3.46 1.02
H 2.68 5.23 -0.39
H 4.21 3.57 -1.25
H 2.86 4.49 -2.87
H 1.36 5.37 -2.36
H -1.30 -0.90 -1.27
H -0.26 -2.27 -3.02
*
```

Calculated values
LUMO = 0.13 eV
SMILES string = Cc1cc(-c2cc(Cl)cc(Cl)c2/C=C/[C@@H]2C[C@@H](O)CC(=O)O2)ccc1F
Energy relative to the best compared isomer or geometry (same formula, charge and spin) = 4.1 kcal per mole
Orbital gap = 0.324 Ha


# 4
An isolated molecule of C21H22N4O2 in a non-equilibrium geometry, computed with ωB97M-V/def2-TZVPD.

Structure (ORCA input):
```
! wB97M-V def2-TZVPD RIJCOSX def2/J DEFGRID3
* xyz 0 1
C -2.82 -0.68 -3.98
N -2.79 -0.39 -2.53
C -2.08 -1.15 -1.63
O -2.00 -2.36 -1.72
C -1.73 -0.44 -0.34
C -0.26 0.04 -0.12
C 0.97 -0.77 -0.21
C 2.35 -0.20 -0.23
C 3.46 -1.08 -0.26
C 3.41 -2.43 -0.14
N 4.54 -3.19 -0.23
C 5.61 -2.95 0.72
C 4.64 -4.19 -1.28
C 2.14 -3.00 0.01
C 0.99 -2.11 0.04
N -0.17 1.36 -0.09
N -1.40 1.89 -0.22
C -1.63 3.36 -0.01
C -1.95 3.55 1.45
C -3.34 3.59 1.76
C -3.84 3.60 3.01
C -2.86 3.51 4.04
C -1.45 3.45 3.75
C -1.00 3.36 2.48
C -2.47 0.87 -0.54
C -3.07 0.81 -1.97
O -3.78 1.72 -2.48
H -2.84 -1.79 -4.20
H -1.86 -0.39 -4.34
H -3.70 -0.27 -4.39
H -2.27 -0.83 0.53
H 2.40 0.90 -0.29
H 4.41 -0.68 -0.36
H 5.50 -2.13 1.43
H 6.53 -2.83 0.10
H 5.81 -3.96 1.35
H 4.80 -3.76 -2.27
H 5.43 -4.87 -1.17
H 3.65 -4.74 -1.40
H 2.15 -3.98 0.25
H 0.02 -2.55 0.15
H -0.88 4.12 -0.37
H -2.48 3.59 -0.63
H -4.04 3.52 0.92
H -4.88 3.51 3.27
H -3.20 3.50 5.07
H -0.83 3.35 4.63
H 0.08 3.14 2.31
H -3.28 1.00 0.18
*
```

Calculated values
LUMO = 0.42 eV
SMILES string = CN1C(=O)[C@H]2C(c3ccc(N(C)C)cc3)=NN(Cc3ccccc3)[C@H]2C1=O
Energy relative to the best compared isomer or geometry (same formula, charge and spin) = 97.1 kcal per mole
Orbital gap = 0.280 Ha


# 5
An isolated molecule of C5H4 in a non-equilibrium geometry, computed with ωB97M-V/def2-TZVPD.

Structure (ORCA input):
```
! wB97M-V def2-TZVPD RIJCOSX def2/J DEFGRID3
* xyz 0 1
C 2.15 -0.70 0.27
C 1.21 -0.11 -0.21
C 0.05 0.76 -0.24
C -1.24 0.08 0.00
C -2.31 -0.47 0.15
H 2.88 -1.45 0.17
H 0.57 1.32 0.56
H -0.05 1.50 -1.04
H -3.26 -0.93 0.33
*
```

Calculated values
LUMO = 0.89 eV
SMILES string = C#CCC#C
Energy relative to the best compared isomer or geometry (same formula, charge and spin) = 28.5 kcal per mole
Orbital gap = 0.393 Ha


# 6
C43H39BrCl2GeN4O6V as an isolated structure in a non-equilibrium geometry, computed with ωB97M-V/def2-TZVPD.

Structure (ORCA input):
```
! wB97M-V def2-TZVPD RIJCOSX def2/J DEFGRID3
* xyz 1 3
V 1.57 -1.17 -0.24
Cl 8.03 -3.35 2.65
C 6.58 -2.99 1.79
C 5.49 -2.46 2.46
C 4.35 -2.15 1.76
Cl 2.97 -1.51 2.57
C 4.25 -2.32 0.37
O 3.08 -1.97 -0.23
C 5.36 -2.87 -0.29
C 5.44 -3.05 -1.76
O 4.66 -2.60 -2.57
C 6.50 -3.21 0.43
H 5.54 -2.29 3.53
H 6.29 -3.66 -2.10
H 7.34 -3.65 -0.09
O 0.16 3.62 -6.56
C 0.03 2.34 -7.13
N -0.11 1.46 -5.98
C -0.86 0.33 -6.03
O -1.34 -0.11 -7.05
C -1.09 -0.41 -4.73
C -1.90 -1.54 -4.78
C -2.16 -2.23 -3.61
C -1.63 -1.79 -2.42
N -0.82 -0.71 -2.38
C -0.56 -0.02 -3.51
H 0.35 4.26 -7.26
H 0.91 2.06 -7.72
H -0.86 2.23 -7.75
H 0.25 1.84 -5.12
H -2.30 -1.83 -5.74
H -2.80 -3.10 -3.61
H -1.82 -2.24 -1.46
H 0.13 0.80 -3.39
O 1.18 1.55 -1.32
C 0.78 1.40 0.06
O 1.28 0.24 0.64
C 0.86 2.66 0.89
C -0.42 3.09 1.60
Ge -1.36 1.87 2.82
C -0.32 1.50 4.43
C -0.81 1.87 5.68
C -0.11 1.53 6.84
C 1.08 0.82 6.75
C 1.59 0.46 5.51
C 0.89 0.81 4.36
C -3.02 2.76 3.30
C -3.27 4.09 2.96
C -4.45 4.71 3.33
C -5.41 4.01 4.06
C -5.17 2.68 4.41
C -3.99 2.06 4.03
C -1.87 0.15 2.01
C -3.07 0.07 1.30
C -3.53 -1.14 0.78
C -2.79 -2.30 0.99
C -1.60 -2.24 1.70
C -1.14 -1.03 2.20
H 1.19 3.45 0.21
H 1.65 2.50 1.62
H -1.16 3.43 0.86
H -0.19 3.96 2.22
H -1.74 2.42 5.76
H -0.50 1.82 7.81
H 1.61 0.54 7.65
H 2.52 -0.08 5.44
H 1.30 0.55 3.38
H -2.53 4.66 2.40
H -4.64 5.75 3.06
H -6.33 4.49 4.35
H -5.91 2.13 4.98
H -3.81 1.03 4.30
H -3.68 0.97 1.17
H -4.47 -1.18 0.25
H -3.16 -3.25 0.62
H -1.04 -3.15 1.90
H -0.23 -1.01 2.79
Br 0.98 -6.87 -0.89
C 1.15 -5.21 -1.78
C 1.48 -5.15 -3.12
C 1.60 -3.90 -3.70
C 1.42 -2.77 -2.92
N 1.08 -2.84 -1.63
C 0.94 -4.05 -1.07
H 1.65 -6.05 -3.69
H 1.87 -3.79 -4.74
H 1.58 -1.79 -3.33
H 0.63 -4.09 -0.03
C -1.03 3.22 -2.18
C -1.36 1.95 -1.39
C -0.17 1.08 -1.01
N -0.30 -0.35 -1.14
H -1.75 4.01 -1.95
H -1.07 3.06 -3.26
H -0.03 3.59 -1.94
H -2.08 1.34 -1.94
H -1.86 2.21 -0.46
*
```

Calculated values
LUMO (spin up / spin down) = -3.18 / -3.14 eV
⟨S²⟩ = 2.01
Orbital gap (spin up / spin down) = 0.288 / 0.290 Ha


no.,DFT total energy (Ha)
1,-271.71384
2,-443.54308
3,-2018.28307
4,-1182.81782
5,-192.74875
6,-8847.55967